(1)
DFT (the ωB97M-V functional and the def2-TZVPD basis) results for a cluster of 2 separate species, C4H5NO in total.

Cartesian coordinates (Å):
C 1.387 0.511 -1.146
C 0.271 -0.413 -0.950
C -0.644 -1.191 -0.866
C -1.636 -0.205 1.833
N -0.767 0.547 1.963
O 0.131 1.336 2.109
H 2.267 0.201 -0.575
H 1.651 0.518 -2.208
H 1.128 1.529 -0.843
H -1.450 -1.890 -0.824
H -2.328 -0.948 1.514

Output
molecular weight = 83.09 g/mol
E_HOMO = -0.356 hartree
total energy = -7761.54862 eV
F_max = 0.785 eV/Å
SMILES = C#[N+][O-].C#CC

These are the Mulliken partial charges, in e, on atoms 1 to 4: atom 1 (C): -1.13, atom 2 (C): -0.01, atom 3 (C): -0.16, atom 4 (C): -0.16

(2)
DFT (the ωB97M-V functional and the def2-TZVPD basis) results for a structure of composition C23H19BN5O6S2V.

Cartesian coordinates (Å):
V 1.101 -0.287 -1.158
C -1.139 0.811 -1.310
C -1.771 0.694 -0.070
C -1.419 1.531 0.982
C -0.359 2.422 0.829
C 0.323 2.501 -0.385
C -0.100 1.745 -1.486
H -1.535 0.276 -2.166
H -2.593 -0.001 0.046
H -1.982 1.546 1.910
H -0.124 3.074 1.666
H 1.135 3.207 -0.508
H 0.298 1.925 -2.479
B 5.428 1.355 -1.423
C 3.986 0.801 -1.360
N 2.904 0.375 -1.278
H 5.356 2.462 -0.938
H 5.746 1.369 -2.585
H 6.089 0.603 -0.745
O -0.415 0.838 -4.508
C -0.061 -0.269 -4.202
N 1.003 -0.550 -3.334
S 1.178 -2.123 -3.128
O 2.373 -2.766 -3.543
O 0.966 -2.187 -1.617
C -0.220 -2.664 -4.027
C -0.687 -3.942 -4.268
C -1.769 -4.052 -5.131
C -2.327 -2.925 -5.733
C -1.823 -1.653 -5.493
C -0.753 -1.536 -4.626
H -0.232 -4.810 -3.813
H -2.181 -5.028 -5.345
H -3.166 -3.048 -6.405
H -2.241 -0.772 -5.961
O -1.270 3.877 3.314
S -2.380 3.344 4.089
O -2.958 4.223 5.065
O -3.319 2.567 3.281
C -1.638 1.948 4.992
N -2.094 1.513 6.163
C -1.645 0.329 6.563
C -0.796 -0.472 5.803
C -0.359 0.106 4.628
N -0.738 1.317 4.252
C 0.428 -0.452 3.499
C -0.050 -1.505 2.730
C 0.342 -1.576 1.409
N 1.199 -0.699 0.870
C 1.814 0.188 1.674
C 1.454 0.340 2.986
H -1.999 -0.015 7.530
H -0.491 -1.456 6.129
H -0.819 -2.169 3.102
H -0.085 -2.307 0.734
H 2.554 0.825 1.209
H 1.863 1.151 3.571

Output
molecular weight = 587.32 g/mol
E_HOMO (alpha / beta) = -0.312 / -0.312 hartree
total energy = -91927.84032 eV
F_max = 0.283 eV/Å
2S+1 = 3

These are the Mulliken partial charges, in e, on atoms 1 to 4: atom 1 (V): 0.51, atom 2 (C): 0.23, atom 3 (C): -1.07, atom 4 (C): -0.27

(3)
DFT (the ωB97M-V functional and the def2-TZVPD basis) results for a structure of composition C13H33ClIN2OP2STm.

Cartesian coordinates (Å):
C -2.664 -2.213 1.407
C -1.421 -1.534 1.985
H -2.390 -3.199 1.011
H -3.019 -1.593 0.579
H -3.464 -2.329 2.142
O -0.346 -1.483 1.253
I -1.901 0.463 2.572
Tm -0.358 0.964 -2.229
P -0.931 -2.398 3.665
C 0.459 -1.522 4.371
C -2.300 -2.440 4.820
H -1.900 -2.194 5.816
H 0.013 -4.559 3.990
H -2.717 -3.456 4.853
H -1.337 -4.618 2.823
H 0.121 -0.577 4.818
H -3.087 -1.724 4.560
C -0.459 -4.043 3.145
H 0.900 -2.159 5.153
H 0.251 -3.970 2.309
H 1.211 -1.327 3.595
P -0.229 -0.304 -4.668
C 1.220 -0.439 -5.765
C -0.866 -2.024 -4.642
H -2.418 0.642 -5.137
H -1.692 -0.066 -6.619
H -1.125 1.519 -5.998
C -1.490 0.524 -5.713
H -1.695 -2.089 -3.924
H -1.221 -2.333 -5.636
H 0.940 -0.732 -6.788
H 1.916 -1.183 -5.354
H -0.067 -2.702 -4.315
H 1.730 0.532 -5.795
Cl -2.692 0.364 -1.887
C 0.187 3.263 -1.565
N 1.106 3.249 -0.395
C 1.812 4.505 -0.112
C 1.689 2.078 0.010
S 1.838 0.675 -0.998
N 2.248 2.056 1.249
C 3.027 0.878 1.633
C 1.523 2.702 2.358
H 0.001 4.297 -1.849
H -0.820 2.840 -1.272
H 0.681 2.806 -2.480
H 1.098 5.268 0.226
H 2.554 4.328 0.670
H 2.324 4.881 -1.011
H 3.474 1.098 2.606
H 2.404 -0.025 1.703
H 3.817 0.716 0.893
H 0.580 2.174 2.587
H 2.178 2.669 3.237
H 1.307 3.744 2.113

Output
total charge = +2
molecular weight = 658.73 g/mol
E_HOMO (alpha / beta) = -0.460 / -0.460 hartree
total energy = -98596.38014 eV
F_max = 2.988 eV/Å
2S+1 = 3

These are the Mulliken partial charges, in e, on atoms 1 to 4: atom 1 (C): -1.14, atom 2 (C): 0.37, atom 3 (H): 0.35, atom 4 (H): 0.24

(4)
DFT (the ωB97M-V functional and the def2-TZVPD basis) results for a cluster of 2 separate species, C2H8N2 in total.

Cartesian coordinates (Å):
C -1.566 1.738 0.280
N -1.415 1.838 1.780
H -2.560 2.053 -0.028
H -1.415 0.800 0.000
H -0.754 2.339 -0.166
H -1.595 2.723 2.180
H -0.473 1.806 2.146
C 1.836 -2.121 -0.577
N 1.399 -2.114 -1.795
H 2.693 -2.792 -0.445
H 1.480 -1.544 0.252
H 1.119 -1.156 -2.056

Output
molecular weight = 60.10 g/mol
E_HOMO = -0.345 hartree
total energy = -5181.58169 eV
F_max = 5.444 eV/Å
SMILES = C=N.CN

These are the Mulliken partial charges, in e, on atoms 1 to 4: atom 1 (C): -0.62, atom 2 (N): -0.58, atom 3 (H): 0.28, atom 4 (H): 0.27

(5)
DFT (the ωB97M-V functional and the def2-TZVPD basis) results for a structure of composition C54H53F3N5O2P2STaTe.

Cartesian coordinates (Å):
Ta 0.178 0.913 -0.258
C 3.604 -5.081 0.361
C 3.138 -4.179 -0.582
C 2.688 -2.927 -0.185
C 2.717 -2.558 1.147
C 3.171 -3.465 2.096
C 3.611 -4.722 1.702
N 2.340 -1.191 1.525
C 3.394 -0.218 1.447
C 4.727 -0.535 1.207
C 5.674 0.471 1.079
C 5.304 1.805 1.181
C 3.980 2.133 1.415
C 3.040 1.129 1.550
N 1.643 1.439 1.700
N 1.330 2.765 2.045
C 0.073 3.022 1.877
C -0.484 4.256 2.343
C -1.811 4.477 2.211
C -2.654 3.494 1.587
C -2.080 2.384 1.098
N -0.730 2.118 1.209
H 3.978 -6.051 0.054
H 3.123 -4.444 -1.632
H 2.331 -2.227 -0.913
H 3.209 -3.198 3.143
H 3.983 -5.413 2.448
H 5.029 -1.571 1.128
H 6.709 0.205 0.904
H 6.048 2.586 1.078
H 3.655 3.163 1.497
H 0.188 4.967 2.805
H -2.249 5.397 2.582
H -3.721 3.641 1.495
H -2.659 1.625 0.579
Te -0.214 -4.199 0.534
C -2.144 -4.973 0.979
C -2.571 -5.106 2.292
C -3.824 -5.661 2.528
N -4.640 -6.065 1.553
C -4.214 -5.948 0.293
C -2.975 -5.412 -0.044
C -0.880 -2.247 0.044
P -0.747 -1.025 1.292
C 0.232 -1.386 2.785
C -0.400 -1.683 3.995
C 0.312 -1.690 5.185
C 1.655 -1.343 5.186
C 2.307 -1.110 3.984
C 1.615 -1.197 2.782
C -2.413 -0.821 2.007
C -3.387 -1.764 1.695
C -4.631 -1.720 2.317
C -4.912 -0.718 3.234
C -3.950 0.241 3.536
C -2.703 0.184 2.936
P -0.395 -1.416 -1.430
C -1.899 -0.836 -2.307
C -1.738 -0.304 -3.597
C -2.833 0.193 -4.289
C -4.098 0.163 -3.699
C -4.258 -0.355 -2.423
C -3.156 -0.843 -1.720
C 0.205 -2.597 -2.671
C -0.715 -3.583 -3.034
C -0.352 -4.545 -3.960
C 0.917 -4.522 -4.533
C 1.822 -3.532 -4.185
C 1.469 -2.563 -3.251
H -1.941 -4.802 3.120
H -4.186 -5.794 3.543
H -4.887 -6.309 -0.479
H -2.663 -5.359 -1.080
H -1.457 -1.911 4.006
H -0.192 -1.944 6.109
H 2.207 -1.287 6.117
H 3.370 -0.889 3.970
H 1.193 0.764 2.321
H -3.162 -2.548 0.982
H -5.374 -2.475 2.086
H -5.879 -0.687 3.723
H -4.172 1.025 4.251
H -1.945 0.905 3.217
H -0.757 -0.305 -4.064
H -2.708 0.596 -5.288
H -4.957 0.536 -4.245
H -5.241 -0.386 -1.968
H -3.281 -1.250 -0.725
H -1.710 -3.576 -2.606
H -1.063 -5.313 -4.241
H 1.192 -5.275 -5.261
H 2.806 -3.509 -4.638
H 2.175 -1.785 -2.995
O -1.631 2.061 -1.845
H -1.765 1.831 -2.777
H -2.195 2.814 -1.636
F 2.803 -0.156 -1.537
C 2.026 0.906 -1.380
F 1.382 1.114 -2.601
F 2.864 1.932 -1.196
C -0.401 4.318 -4.850
C 0.066 5.494 -3.989
C -0.061 5.223 -2.486
S 1.124 3.937 -2.019
O 0.475 3.216 -0.807
C 2.455 4.985 -1.360
C 2.316 5.367 0.112
C 1.416 6.575 0.386
H -0.321 4.566 -5.908
H -1.449 4.079 -4.639
H 0.204 3.425 -4.672
H -0.522 6.380 -4.228
H 1.109 5.727 -4.229
H -1.048 4.831 -2.236
H 0.133 6.113 -1.891
H 2.480 5.857 -2.022
H 3.361 4.403 -1.526
H 3.323 5.581 0.476
H 1.949 4.505 0.666
H 1.656 7.408 -0.282
H 1.564 6.928 1.408
H 0.357 6.329 0.277

Output
total charge = +2
molecular weight = 1263.61 g/mol
E_HOMO (alpha / beta) = -0.442 / -0.442 hartree
total energy = -114798.24959 eV
F_max = 2.672 eV/Å

These are the Mulliken partial charges, in e, on atoms 1 to 4: atom 1 (Ta): 1.80, atom 2 (C): -0.80, atom 3 (C): -0.30, atom 4 (C): 0.21